# 1
# C20H20FN7

C20H20FN7 in the gas phase in a non-equilibrium geometry (ωB97M-V/def2-TZVPD, the OMol25 dataset).

Properties
SMILES: CCCc1nc(NCc2ccccn2)c2nnn(Cc3ccccc3F)c2n1
HOMO-LUMO gap: 9.37 eV
spin multiplicity: 1
energy relative to the best compared isomer or geometry (same formula, charge and spin): 0.0 kJ/mol
lowest unoccupied orbital energy: 0.0314 hartree
highest occupied orbital energy: -8.52 eV

Cartesian coordinates (Å):
C 2.68811 -1.40681 0.72717
C 2.41181 -0.07499 1.41190
H 3.32055 0.27480 1.90703
H 1.64168 -0.20245 2.17547
C 1.94801 1.00150 0.42062
C 0.57401 0.69616 -0.08995
N -0.43273 1.22420 0.58563
C -1.62386 0.88903 0.09098
N -2.86921 1.23520 0.48901
N -3.76774 0.64717 -0.31804
N -3.18521 -0.05271 -1.20241
C -1.84259 0.04874 -1.01930
C -0.68608 -0.46119 -1.64693
N 0.49822 -0.10339 -1.15318
N -0.74414 -1.23836 -2.74172
H -1.63959 -1.65985 -2.93939
C 0.42984 -1.92639 -3.21734
C 0.68205 -3.19965 -2.44248
N -0.39603 -3.87849 -2.07398
C -0.23956 -4.98956 -1.37742
C 0.99944 -5.48945 -1.00940
C 2.12805 -4.78334 -1.39630
C 1.97011 -3.61702 -2.12521
H 2.82304 -3.03495 -2.43720
H 3.11476 -5.13219 -1.12796
H 1.07829 -6.39993 -0.43639
H -1.15546 -5.49716 -1.10379
H 1.27905 -1.25037 -3.10256
H 0.28821 -2.16193 -4.27665
C -3.25749 2.09910 1.57376
C -2.19398 3.13454 1.81229
C -1.87293 4.05172 0.81835
C -0.87249 4.99048 0.97278
C -0.16441 5.02158 2.16129
C -0.46626 4.12376 3.17030
C -1.46971 3.18740 2.99365
H -1.69247 2.48096 3.77911
H 0.08776 4.14629 4.09622
H 0.62401 5.74640 2.29496
H -0.65886 5.67535 0.16741
F -2.56388 4.02563 -0.34189
H -3.41306 1.50288 2.48006
H -4.20816 2.55969 1.28542
H 1.91385 1.96725 0.92586
H 2.64070 1.04459 -0.41981
H 2.96326 -2.16385 1.45859
H 3.50289 -1.30306 0.01410
H 1.80822 -1.74733 0.18731

***

# 2
# C20H20MnN4O6

A molecular structure, C20H20MnN4O6 in a non-equilibrium geometry (ωB97M-V/def2-TZVPD, the OMol25 dataset).

Properties
HOMO-LUMO gap (spin up / spin down): 5.34 / 6.84 eV
spin multiplicity: 6
expectation value of S²: 8.78
lowest unoccupied orbital energy (spin up / spin down): -0.0466 / -0.0521 hartree
highest occupied orbital energy (spin up / spin down): -6.61 / -8.25 eV

Cartesian coordinates (Å):
C 4.39758 -3.00518 -1.21712
C 4.02825 -4.02632 -0.14418
H 4.04363 -3.32284 -2.20028
H 5.48273 -2.89425 -1.28437
H 3.97374 -2.02168 -1.00608
H 2.95444 -4.04412 0.04956
H 4.32580 -5.03210 -0.45190
H 4.53754 -3.81421 0.79847
C -0.98140 1.56956 -2.35425
C -1.91438 2.20471 -3.18012
C -3.27625 2.16113 -2.84659
C -3.67512 1.46254 -1.70990
H 0.09180 1.59390 -2.54776
H -1.56043 2.74865 -4.05184
H -4.01459 2.69614 -3.43952
H -4.70420 1.45859 -1.35107
N -1.37506 0.89027 -1.25298
C -2.70872 0.80241 -0.93867
C -3.00160 0.11123 0.31091
N -1.90087 -0.32579 0.99243
C -2.00896 -1.04969 2.12492
C -4.39382 -0.73573 2.08261
C -3.25550 -1.26347 2.70367
H -1.07024 -1.44756 2.50974
H -3.30700 -1.82995 3.63128
C -4.27684 -0.04008 0.87639
H -5.13058 0.41994 0.37855
H -5.37225 -0.85831 2.53612
Mn -0.08267 0.18879 0.25903
C 0.98881 -1.22038 1.27917
H 0.61614 -2.24760 1.19025
H 0.99081 -0.89252 2.33381
H 2.00327 -1.11881 0.85771
O 2.19832 1.28906 1.98356
C 1.77101 2.14448 1.18526
O 0.84113 1.95901 0.27013
C 2.37013 3.54289 1.19058
C 1.77856 4.57641 0.44268
C 2.41429 5.83379 0.34364
C 3.60958 6.08087 1.03479
C 4.17262 5.06778 1.82807
C 3.53714 3.81628 1.93474
N 5.41961 5.26120 2.52776
O 6.01548 6.35175 2.41719
O 5.85365 4.31178 3.21879
N 1.83148 6.84988 -0.49743
O 0.76061 6.59594 -1.09098
O 2.42512 7.94500 -0.60010
H 0.84274 4.38605 -0.07889
H 4.09575 7.04268 0.95307
H 3.96584 3.03981 2.57092

***

# 3
# C20H20N4

4 unconnected molecules or ions with the total composition C20H20N4 in a non-equilibrium geometry (ωB97M-V/def2-TZVPD, the OMol25 dataset).

Properties
SMILES: c1ccncc1.c1ccncc1.c1ccncc1.c1ccncc1
HOMO-LUMO gap: 8.54 eV
spin multiplicity: 1
energy relative to the best compared isomer or geometry (same formula, charge and spin): 958.3 kJ/mol
lowest unoccupied orbital energy: 0.0110 hartree
highest occupied orbital energy: -8.24 eV

Cartesian coordinates (Å):
N -6.63073 13.09401 0.93623
C -6.81897 13.78907 -0.17447
C -6.75026 15.20867 -0.24418
C -6.40548 15.86450 0.91496
C -6.23298 15.14632 2.09870
C -6.30486 13.77621 2.02696
H -7.06468 13.27982 -1.09463
H -7.02733 15.74395 -1.14034
H -6.35637 16.93938 1.00776
H -6.03690 15.57527 3.07027
H -6.16452 13.12914 2.88020
N -4.32311 14.36033 3.10671
C -4.17340 14.07447 1.80220
C -2.92980 14.28694 1.18502
C -1.85471 14.85362 1.91880
C -2.03848 15.16965 3.27197
C -3.31300 14.93666 3.79773
H -4.98801 13.59799 1.27705
H -2.84961 14.06900 0.13028
H -0.81749 14.95868 1.63677
H -1.24429 15.31520 3.98924
H -3.69882 15.15943 4.78156
N -1.83327 11.38054 2.03324
C -1.53177 10.36555 1.22351
C -2.44854 9.91085 0.34556
C -3.69986 10.47289 0.30190
C -4.02561 11.62724 1.06574
C -3.00379 12.08485 1.85569
H -0.49867 10.05979 1.14855
H -2.11938 9.30720 -0.48730
H -4.40574 10.07550 -0.41240
H -4.95172 12.17303 0.96166
H -3.22577 12.92502 2.49696
N 1.78290 16.00128 4.16031
C 0.51606 15.53165 4.11763
C 0.06791 14.41514 4.89851
C 1.05242 13.74203 5.68086
C 2.37081 14.13557 5.62540
C 2.70871 15.23089 4.86903
H -0.08767 16.04385 3.38308
H -0.95352 14.07146 4.82801
H 0.77121 12.90566 6.30359
H 3.19284 13.58790 6.06211
H 3.73443 15.56533 4.81939

***

# 4
# C20H20N4O2

A molecular structure, C20H20N4O2 in a non-equilibrium geometry (ωB97M-V/def2-TZVPD, the OMol25 dataset).

Properties
HOMO-LUMO gap: 7.19 eV
spin multiplicity: 1
energy relative to the best compared isomer or geometry (same formula, charge and spin): 1944.0 kJ/mol
lowest unoccupied orbital energy: -0.0240 hartree
highest occupied orbital energy: -7.84 eV

Cartesian coordinates (Å):
O -2.19950 -2.43252 -0.32394
C -1.96690 -1.35574 0.11883
N -2.62934 -0.15364 -0.28533
H -2.54907 0.59554 0.19654
C -3.74104 -0.42530 -1.47697
C -5.20883 -0.10379 -0.73276
C -5.79895 -1.07049 0.25689
C -6.99193 -0.71903 0.49596
C -7.74489 0.41801 0.18192
C -7.10578 1.27421 -0.60131
C -5.93840 1.31705 -1.09865
H -5.55914 1.94220 -1.89610
H -7.68075 2.02360 -0.97324
H -8.65720 0.63954 0.72486
H -7.40517 -1.48258 1.16807
H -5.21403 -1.85806 0.47541
H -3.47398 0.35879 -2.00796
H -3.74154 -1.28796 -1.71477
C -1.05958 -1.00576 1.22419
C 0.06775 -0.31285 0.97625
C -0.14198 1.12981 0.67449
O -1.26543 1.82230 1.08237
N 1.03248 1.94326 0.54235
N 2.16957 1.28413 0.48420
C 3.25042 2.12836 -0.17998
C 4.63469 1.41867 -0.14354
C 5.71407 1.92343 -0.38553
N 6.79356 1.42279 -0.54473
C 6.24248 -0.06571 -0.24139
C 7.05897 -1.26497 -0.32821
C 6.32139 -2.27772 -0.25096
C 4.90239 -2.38871 -0.08938
C 4.26362 -1.13813 0.10501
C 4.90892 -0.11770 -0.13315
H 3.13810 -1.21921 0.26842
H 4.45533 -3.09547 0.22197
H 6.85009 -3.33186 -0.40215
H 8.08728 -1.22289 -0.31874
H 7.68890 1.57911 -0.68211
H 5.71735 3.29855 -0.37968
H 3.25628 2.97472 0.14959
H 0.82178 2.92080 0.65963
H 0.80601 -0.57737 1.60475
H 0.39890 -0.86138 -0.08438
H -0.98708 -2.03064 1.60426
H -1.51981 -0.61541 2.05897

***

| no. | DFT total energy (eV) |
| --- | --- |
| 1 | -34213.1372 |
| 2 | -70624.7061 |
| 3 | -27016.0834 |
| 4 | -31101.4710 |